# 1
15
Properties=species:S:1:pos:R:3:forces:R:3 method="wB97M-V/def2-TZVPD" lumo_energy_ha=0.0241 relative_energy_ev=3.2616 orbital_gap_ha=0.39600 smiles="O=C(O)[C@@]1(CO)CN1" total_energy_ev=-11892.0159 homo_ev=-10.120
C -1.3816 -0.2615 0.0910 -2.348 -1.076 0.806
C 0.9087 -1.2112 0.5079 2.655 -0.599 0.877
C 0.0711 -0.1545 0.0361 0.719 5.166 -0.323
C 0.5410 1.4979 0.1411 -2.530 -2.964 2.107
N 0.5873 -1.0851 -0.9422 1.734 -0.144 -0.341
O -1.7667 -1.4238 -0.4497 -2.665 0.795 0.978
O -2.2011 0.4915 0.6035 1.453 -0.466 -0.865
O -0.3470 2.2673 -0.6337 -1.673 -0.265 0.542
H 1.9439 -0.8561 0.7139 -0.783 -0.360 0.198
H 0.6362 -2.0562 1.1891 -0.231 0.594 -1.263
H 1.6297 1.5228 -0.0013 -0.501 0.603 -0.873
H 0.3466 1.7484 1.2326 0.482 -0.433 -1.040
H 1.3842 -0.6920 -1.5014 -0.955 -0.577 0.939
H -1.0162 -1.9235 -0.7316 1.196 -0.418 -0.853
H -1.3363 2.1358 -0.2552 3.447 0.145 -0.890

=====

# 2
57
Properties=species:S:1:pos:R:3:forces:R:3 method="wB97M-V/def2-TZVPD" lumo_energy_ha="-0.2334 / -0.3440" charge=+2 multiplicity=2 orbital_gap_ha="0.33323 / 0.22476" total_energy_ev=-117524.7809 homo_ev="-15.419 / -15.476"
Lu -0.5864 0.7724 0.1468 0.559 -0.258 -0.862
C -4.4701 -0.2066 1.0870 -0.085 -0.061 -0.015
C -3.5765 1.0039 0.9036 0.188 -0.100 0.096
C -4.0894 2.2053 1.6669 -0.059 0.069 0.051
C -3.3888 1.3253 -0.5782 0.013 0.001 -0.040
O -2.2314 0.7033 1.4291 -0.647 -0.017 0.353
Ge -1.5362 -1.0926 2.0261 -0.213 -0.162 0.302
O -1.2198 -1.3057 0.0946 0.184 0.337 0.281
C -0.7435 -2.5950 -0.4689 -0.222 0.218 0.006
C -0.5864 -3.6049 0.6533 0.086 -0.075 0.041
C 0.5796 -2.3257 -1.1535 0.137 0.015 -0.041
C -1.8075 -3.0286 -1.4581 -0.030 -0.078 -0.076
O 0.2137 -0.0968 1.8638 -0.091 0.025 0.330
C 0.7915 0.7865 2.9008 -0.135 -0.142 -0.107
C 2.2358 0.3690 3.0701 0.095 -0.044 0.030
C 0.6937 2.2152 2.3688 -0.006 0.004 -0.059
C 0.0019 0.6266 4.1846 -0.028 0.042 0.110
H -5.4697 0.0041 0.7057 0.009 0.006 0.011
H -4.0905 -1.0747 0.5413 0.024 0.012 0.000
H -4.5694 -0.4576 2.1443 0.011 0.010 -0.002
H -5.0726 2.4961 1.2944 0.015 0.002 0.024
H -4.1789 1.9724 2.7278 -0.004 -0.004 -0.016
H -3.4184 3.0594 1.5567 0.004 -0.004 -0.014
H -4.3247 1.6245 -1.0494 -0.010 -0.020 0.004
H -2.7226 2.1920 -0.7283 0.052 0.044 0.056
H -3.0307 0.4514 -1.1371 0.024 -0.040 -0.005
H 0.1553 -3.2831 1.3917 -0.018 0.026 -0.025
H -1.5354 -3.8067 1.1539 -0.004 0.007 -0.012
H -0.2325 -4.5524 0.2456 -0.021 0.017 -0.021
H 1.3103 -1.9154 -0.4518 -0.006 -0.016 0.033
H 0.9879 -3.2538 -1.5548 0.004 0.019 -0.017
H 0.4538 -1.6323 -1.9890 -0.025 0.007 -0.011
H -2.7462 -3.2550 -0.9506 0.021 0.018 0.002
H -1.9893 -2.2463 -2.1971 0.022 -0.007 0.001
H -1.4855 -3.9251 -1.9905 -0.020 0.011 0.030
H 2.7696 0.4244 2.1201 -0.011 0.009 -0.006
H 2.7361 1.0252 3.7837 -0.007 -0.021 -0.004
H 2.2961 -0.6534 3.4431 -0.004 0.016 -0.006
H 1.3156 2.3582 1.4738 0.005 -0.043 -0.048
H -0.3486 2.5076 2.1812 -0.087 -0.010 0.023
H 1.0610 2.9340 3.1007 0.031 0.006 -0.014
H 0.0346 -0.4058 4.5366 0.011 0.002 -0.015
H 0.4343 1.2518 4.9666 -0.001 -0.013 -0.007
H -1.0399 0.9349 4.0617 0.005 0.001 -0.027
C 1.1575 1.1288 -1.4123 0.386 -0.016 -0.508
C 2.1162 1.0129 -2.1968 -0.300 0.231 0.340
C 3.1957 0.9283 -3.0470 0.232 -0.014 -0.278
C 3.0203 1.1507 -4.4541 -0.047 -0.010 0.185
C 4.0980 1.0807 -5.2871 0.104 -0.026 0.038
C 5.3654 0.7880 -4.7520 0.043 -0.014 -0.035
C 5.5633 0.5662 -3.3764 0.014 0.015 -0.120
C 4.4989 0.6327 -2.5277 -0.170 0.041 0.025
H 2.0318 1.3803 -4.8281 0.002 -0.015 0.021
H 3.9869 1.2500 -6.3491 0.009 -0.005 0.012
H 6.2165 0.7313 -5.4193 -0.005 0.009 0.003
H 6.5546 0.3488 -3.0030 -0.014 0.001 -0.017
H 4.6147 0.4753 -1.4642 -0.020 -0.009 -0.004

=====

# 3
142
Properties=species:S:1:pos:R:3:forces:R:3 method="wB97M-V/def2-TZVPD" lumo_energy_ha=-0.1047 relative_energy_ev=16.8393 charge=+1 orbital_gap_ha=0.25982 total_energy_ev=-177797.6107 homo_ev=-9.919
C 5.7653 -1.4361 1.1175 -7.529 6.871 0.655
C 4.6324 -0.5674 1.1093 7.912 -5.379 0.101
C 3.3805 0.4915 1.0662 1.280 -0.767 0.655
C 2.3484 0.2965 -0.1926 0.320 -1.785 1.978
C 2.2013 -1.3608 -0.2792 -0.556 -0.321 0.066
C 1.0137 1.1594 0.2124 1.470 1.163 -0.383
C 1.1583 2.5867 1.0069 -0.630 0.722 0.136
C 0.4501 2.4361 2.4898 4.350 -0.745 5.433
O 1.0868 2.2356 3.6463 -4.179 1.277 -7.921
I -1.7757 2.5775 2.4866 1.521 -0.138 -0.214
N 0.5443 1.6055 -1.1696 0.295 -2.834 -2.810
C -0.3602 0.4667 -1.6862 -2.539 -0.920 -1.368
C -1.8816 1.0267 -2.0410 -0.720 -1.086 1.120
C -2.4365 0.5445 -3.5108 -0.292 0.716 -0.485
C -2.2395 -1.0513 -3.8335 -1.590 -4.877 2.265
O -2.8860 -2.0685 -3.2575 3.980 6.874 -3.472
O -1.2046 -1.3965 -4.8543 -0.903 0.916 2.943
C 1.6536 1.4983 -2.2375 0.098 -0.179 3.263
N 1.4780 2.0372 -3.4877 2.792 -2.468 2.310
C 2.5485 1.8887 -4.5455 1.093 0.911 -1.859
O 0.3551 2.7283 -3.8661 -0.211 1.142 2.063
N 2.7912 0.7376 -1.5952 -0.520 3.783 -0.753
C 4.1680 1.4421 -1.5939 1.051 1.090 -0.502
C 4.1243 3.0066 -1.2605 3.427 -0.901 -0.782
C 5.5034 3.8736 -1.2815 0.031 -5.782 -1.075
C 6.7704 2.9067 -1.6188 -3.761 -0.622 0.377
C 6.5271 1.3425 -1.8728 -0.299 0.874 0.219
N 5.2884 0.5161 -1.9089 0.166 7.792 1.496
H 6.8239 -1.9338 1.3517 -3.134 1.327 -0.698
H 2.7472 0.2943 2.0587 1.304 0.350 -2.246
H 3.8334 1.5662 1.1785 -0.792 -2.134 -0.407
H 3.1232 -1.8528 -0.8514 -1.852 1.380 1.501
H 2.1386 -1.8066 0.8263 0.205 0.997 -2.491
H 1.2421 -1.7089 -0.8619 1.759 0.867 1.106
H 0.2802 0.5599 0.9023 1.025 0.761 -2.207
H 2.2357 3.0410 1.0267 -2.003 -1.065 0.482
H 0.4841 3.3695 0.4096 1.385 -1.935 1.459
H -0.4956 -0.3925 -0.9003 0.553 1.866 -1.455
H 0.0932 -0.0518 -2.6583 -0.894 1.131 2.041
H -1.9676 2.1973 -1.8543 0.220 -2.547 -0.835
H -2.6116 0.5354 -1.2362 1.548 1.137 -1.715
H -1.8721 1.2107 -4.3130 -1.223 -1.776 1.452
H -3.6037 0.7873 -3.5660 2.641 -0.566 0.199
H -0.3940 -1.7228 -4.3576 -1.460 0.324 -0.763
H 2.0888 1.9838 -5.6409 0.498 -0.242 2.707
H 3.2851 2.8192 -4.4481 -1.464 -2.132 -0.029
H 3.1056 0.8543 -4.5233 -1.292 1.915 0.534
H 0.2008 3.4115 -3.1218 0.159 -1.323 -1.491
H 3.1045 3.5358 -1.0033 2.228 -1.270 -0.661
H 5.6021 5.0232 -1.0881 -0.399 -2.531 -0.391
H 7.8568 3.3592 -1.6726 -2.479 -1.212 0.104
H 7.5199 0.7058 -2.0737 -2.508 1.567 0.464
C -6.8243 4.5495 -3.1382 0.066 0.054 -0.133
S -6.4182 2.9355 -2.4288 -0.121 0.195 -0.124
O -4.9249 2.8596 -2.3064 -0.094 -0.036 -0.208
C -6.8946 1.9644 -3.8793 0.079 -0.040 -0.067
H -6.5693 5.3225 -2.4095 -0.098 -0.223 -0.012
H -6.2500 4.7119 -4.0532 0.070 -0.159 0.073
H -7.8945 4.5962 -3.3530 0.121 -0.058 0.199
H -6.3162 2.2841 -4.7494 -0.001 0.052 0.110
H -7.9624 2.0939 -4.0707 0.094 0.025 0.102
H -6.6894 0.9113 -3.6749 -0.012 0.144 0.088
C 4.7504 -6.2192 -0.7722 0.090 0.075 -0.108
S 5.2932 -4.6325 -0.0934 -0.111 -0.111 -0.193
O 4.3006 -3.5939 -0.5258 0.189 -0.561 -0.160
C 6.7525 -4.4624 -1.1496 0.026 0.032 -0.086
H 3.8195 -6.5073 -0.2785 0.140 0.110 0.057
H 4.5761 -6.1271 -1.8468 -0.002 0.086 0.066
H 5.5108 -6.9795 -0.5789 -0.051 0.089 0.142
H 6.4564 -4.4773 -2.2012 -0.083 0.001 0.109
H 7.4488 -5.2789 -0.9444 -0.124 0.026 0.062
H 7.2361 -3.5097 -0.9228 -0.149 -0.076 0.034
C -3.8309 0.1487 6.9693 0.023 0.045 -0.066
S -2.8122 1.3934 7.7975 -0.310 0.183 0.036
O -3.7314 2.4692 8.2963 0.289 -0.439 -0.329
C -2.0127 2.0142 6.2977 -0.043 0.087 -0.029
H -4.4512 -0.3468 7.7197 0.158 0.168 -0.108
H -4.4744 0.6252 6.2260 0.009 0.002 0.181
H -3.1865 -0.5914 6.4891 0.066 0.076 0.089
H -2.7668 2.3771 5.5952 -0.019 -0.058 0.159
H -1.4266 1.2145 5.8387 -0.037 0.033 0.083
H -1.3486 2.8364 6.5730 -0.098 -0.124 0.059
C -7.9893 4.6737 1.2495 0.105 0.069 -0.023
S -9.4692 4.3356 0.2652 0.051 0.143 -0.219
O -9.1657 4.7216 -1.1524 -0.029 -0.009 0.584
C -10.4805 5.6534 0.9826 0.004 0.110 -0.040
H -7.2017 3.9829 0.9398 -0.188 0.014 -0.044
H -7.6553 5.7005 1.0834 -0.104 -0.050 -0.048
H -8.2099 4.5171 2.3080 -0.047 -0.024 -0.107
H -9.9948 6.6206 0.8328 0.024 -0.119 -0.043
H -10.6213 5.4657 2.0496 0.036 -0.064 -0.102
H -11.4527 5.6551 0.4848 0.171 -0.103 0.005
C 2.8756 -3.6339 -5.8053 -0.145 0.088 -0.004
S 3.8943 -2.3891 -4.9771 0.080 -0.198 -0.076
O 2.9751 -1.3134 -4.4783 -0.071 0.000 -0.272
C 4.6938 -1.7684 -6.4769 -0.093 0.125 -0.041
H 2.2553 -4.1294 -5.0548 0.194 0.078 -0.004
H 2.2322 -3.1574 -6.5485 0.086 0.065 0.062
H 3.5200 -4.3739 -6.2855 0.001 0.081 0.127
H 3.9397 -1.4055 -7.1794 -0.009 -0.061 0.093
H 5.2799 -2.5681 -6.9359 -0.063 0.035 0.116
H 5.3580 -0.9462 -6.2016 -0.081 -0.135 0.085
C -7.5437 1.7205 9.2771 0.012 0.118 -0.044
S -7.0243 0.0928 8.6821 -0.203 0.222 -0.311
O -6.9590 0.1599 7.1847 -0.210 -0.028 0.590
C -8.5541 -0.7678 9.1212 -0.086 -0.039 -0.053
H -6.7452 2.4366 9.0692 0.031 -0.224 -0.021
H -8.4542 2.0349 8.7617 0.058 -0.144 -0.022
H -7.7177 1.6780 10.3548 0.050 -0.075 -0.082
H -9.4033 -0.3020 8.6155 0.137 0.020 -0.007
H -8.6961 -0.7306 10.2039 0.085 0.018 -0.081
H -8.4701 -1.8094 8.8036 0.095 0.160 0.009
C 7.7514 -8.2065 3.8738 0.095 0.065 -0.024
S 6.2716 -8.5447 2.8895 0.112 0.156 -0.294
O 6.5751 -8.1586 1.4718 -0.104 0.053 0.591
C 5.2603 -7.2269 3.6068 0.016 0.120 -0.017
H 8.5391 -8.8974 3.5641 -0.199 0.041 -0.033
H 8.0854 -7.1797 3.7076 -0.098 -0.064 -0.054
H 7.5308 -8.3631 4.9323 -0.049 -0.025 -0.107
H 5.7459 -6.2597 3.4571 0.023 -0.104 -0.050
H 5.1194 -7.4146 4.6739 0.028 -0.056 -0.098
H 4.2881 -7.2251 3.1090 0.158 -0.102 0.005
C 0.9897 -5.9930 -2.1790 0.007 0.111 -0.036
S 1.8618 -7.5695 -2.3442 0.117 0.046 -0.367
O 2.9214 -7.3911 -3.3912 -0.545 0.063 0.341
C 0.4892 -8.4677 -3.1077 -0.022 -0.019 -0.094
H 1.6772 -5.2597 -1.7512 0.050 -0.145 -0.014
H 0.6548 -5.6456 -3.1591 0.032 -0.120 0.017
H 0.1337 -6.1163 -1.5115 0.078 -0.052 -0.046
H 0.1845 -7.9697 -4.0313 0.102 0.020 0.087
H -0.3510 -8.5118 -2.4107 0.116 0.025 0.000
H 0.8225 -9.4824 -3.3362 0.066 0.168 0.087
C 0.5561 8.4315 0.3144 -0.036 0.060 -0.056
S 1.4283 6.8551 0.1493 0.282 0.216 -0.283
O 2.4878 7.0335 -0.8978 -0.553 -0.227 0.367
C 0.0556 5.9569 -0.6143 -0.124 0.121 -0.148
H 1.2436 9.1649 0.7422 -0.003 -0.216 -0.051
H 0.2212 8.7789 -0.6657 0.087 -0.110 0.033
H -0.2999 8.3082 0.9819 0.100 -0.059 -0.022
H -0.2490 6.4549 -1.5378 0.073 0.027 0.072
H -0.7846 5.9128 0.0828 0.078 -0.019 -0.013
H 0.3889 4.9421 -0.8428 0.072 0.141 0.041

=====

What largest force on an atom values result from the calculations? In sequence: 5.226, 1.060, 10.214 eV Å⁻¹.